{"formula": "C45H50BInN14S3Se", "method": "the ωB97M-V functional and the def2-TZVPD basis", "species": ["In", "C", "C", "C", "C", "N", "C", "C", "N", "B", "N", "C", "C", "N", "C", "S", "C", "C", "C", "C", "N", "C", "C", "N", "C", "S", "C", "C", "C", "C", "C", "S", "H", "H", "H", "H", "H", "H", "H", "H", "H", "H", "H", "H", "H", "H", "H", "H", "H", "H", "H", "H", "H", "H", "H", "H", "H", "H", "H", "H", "H", "H", "H", "H", "H", "H", "C", "C", "N", "C", "C", "N", "C", "C", "C", "C", "C", "N", "C", "C", "N", "C", "C", "N", "C", "C", "C", "N", "C", "C", "H", "H", "H", "H", "H", "H", "H", "H", "H", "H", "H", "H", "Se", "N", "C", "C", "C", "C", "C", "C", "N", "H", "H", "H", "H"], "xyz": [[2.11587, -14.67076, -14.90944], [1.71469, -18.14185, -20.25883], [2.76178, -17.71468, -19.22556], [3.43840, -18.99036, -18.55539], [3.88797, -16.91312, -19.87548], [1.40371, -17.55767, -17.04059], [0.17198, -18.07867, -17.25549], [-0.24580, -18.46027, -16.06575], [0.70407, -18.07735, -15.13506], [0.20432, -17.99003, -13.69060], [-0.80640, -16.74996, -13.55627], [-1.43983, -16.72522, -12.37743], [-2.18558, -15.61082, -12.32061], [-1.93466, -14.88642, -13.45926], [-1.04081, -15.61218, -14.21346], [-0.26958, -15.04537, -15.69774], [-2.68772, -13.67297, -13.76957], [-3.86148, -13.48987, -12.77289], [-3.37038, -13.74134, -15.22752], [-1.69301, -12.48824, -13.61039], [1.36460, -17.87887, -12.66634], [1.97719, -19.04925, -12.36512], [2.92200, -18.79730, -11.44268], [2.90132, -17.43973, -11.18053], [2.00637, -16.88265, -12.05554], [1.68107, -15.16372, -12.40106], [3.58661, -16.81564, -9.99270], [2.47150, -16.32026, -9.05659], [4.52217, -15.68826, -10.42832], [4.44394, -17.92059, -9.37432], [1.70925, -17.48814, -15.75808], [3.21327, -16.90958, -15.07654], [2.21347, -18.63285, -21.03368], [1.01121, -17.14901, -21.79253], [1.04530, -18.92664, -19.88212], [4.21268, -19.37158, -19.18950], [2.68529, -19.80651, -18.32651], [4.02152, -18.72228, -17.64656], [4.37390, -17.48341, -20.68614], [4.72627, -16.72434, -19.16438], [3.62967, -15.93692, -20.22512], [-0.28266, -18.25895, -18.20915], [-1.18210, -18.95786, -15.77205], [-0.39996, -18.92474, -13.39207], [-1.45016, -17.55285, -11.67752], [-2.84953, -15.30242, -11.56241], [-4.42592, -14.42972, -12.69577], [-4.54893, -12.79537, -13.26581], [-3.47953, -13.16903, -11.81592], [-4.16375, -14.43845, -15.29732], [-2.62234, -13.93779, -15.98048], [-3.78098, -12.77541, -15.41943], [-0.99820, -12.57377, -12.76851], [-2.33006, -11.63831, -13.46017], [-1.07247, -12.46200, -14.51052], [1.76986, -20.06938, -12.79904], [3.55786, -19.51406, -11.00188], [1.79273, -15.57993, -9.54680], [2.67660, -15.79601, -8.19655], [1.72698, -17.12862, -8.78862], [3.93492, -14.99276, -10.98768], [5.34350, -16.04068, -11.06151], [4.87741, -15.12806, -9.56739], [3.86565, -18.74389, -8.95513], [5.10403, -17.52792, -8.57891], [5.10141, -18.28930, -10.14967], [-0.37265, -16.78629, -20.32944], [-0.65788, -15.98893, -19.34335], [0.25017, -15.15245, -18.84155], [1.41733, -15.43607, -18.42569], [2.17420, -16.82251, -18.06002], [0.99913, -17.05694, -20.79068], [2.33400, -14.27313, -18.14670], [2.68807, -13.56829, -19.32054], [3.63256, -12.57277, -19.23175], [4.19471, -12.20815, -18.03487], [3.84913, -12.94389, -16.91520], [2.90572, -13.97414, -16.98450], [4.45816, -12.66775, -15.59909], [5.31520, -11.63062, -15.33460], [5.84015, -11.40699, -14.15665], [5.51823, -12.21496, -13.16577], [4.61741, -13.27539, -13.37622], [4.07081, -13.41458, -14.55710], [4.04451, -11.86502, -20.45405], [5.38074, -11.59960, -20.75713], [5.73287, -11.23054, -22.03670], [4.81750, -11.11311, -22.98752], [3.48987, -11.15635, -22.68115], [3.06150, -11.50190, -21.42467], [-1.17267, -17.08986, -20.96435], [-1.67579, -15.67991, -19.18062], [3.10247, -16.56232, -17.50261], [2.27668, -13.84732, -20.32958], [5.08739, -11.54975, -18.04239], [5.67045, -10.92229, -16.06598], [6.12455, -12.19646, -12.26158], [4.32633, -13.93073, -12.64858], [6.24742, -11.99124, -20.12453], [6.78949, -11.18960, -22.43446], [2.89018, -10.98433, -23.57760], [2.02052, -11.57474, -21.27849], [1.88979, -11.74439, -11.81323], [1.47033, -12.35006, -13.45708], [1.52252, -11.37696, -14.31399], [1.14781, -11.43463, -15.65933], [1.57644, -10.38626, -16.47725], [2.15451, -9.16405, -15.95594], [2.41716, -9.04567, -14.61435], [2.03352, -10.15784, -13.76155], [2.27361, -10.14321, -12.49455], [0.77500, -12.28116, -16.16031], [1.37692, -10.38324, -17.55090], [2.30596, -8.38122, -16.74037], [2.77330, -8.12108, -14.07551]], "forces_ev_per_angstrom": [[-0.0440, -0.3038, 0.8304], [0.0735, -0.8510, 2.2445], [0.2186, -0.6800, 1.2114], [-1.1383, 0.4796, 0.5905], [1.3613, -0.4683, 0.4230], [1.4929, 1.7851, -3.1711], [-0.2173, -0.8932, -0.8331], [-1.4821, -0.7525, 1.7286], [-1.2889, -0.5443, 1.1979], [0.4680, 1.8299, -0.2788], [1.8476, -0.9318, -0.5505], [-1.3376, -0.5129, 1.2065], [0.4804, 0.1707, -0.2106], [0.0726, -1.6692, -0.2099], [-0.2425, 1.1059, 0.1326], [-0.0762, -0.0551, 0.5052], [-0.6689, 0.8702, -0.8876], [0.2439, -0.8149, -1.2452], [2.0978, 0.5097, 1.6046], [-0.4381, -0.9299, -0.7034], [-0.3142, 0.0823, -1.2963], [0.4723, -2.2712, 0.1645], [-0.5268, 0.2582, -0.2347], [0.0550, 0.2744, -0.7044], [-0.2692, 0.8960, 0.6125], [0.0982, -0.5902, 0.6702], [0.2054, -0.0015, 0.5647], [-2.8916, -1.0471, -2.2310], [-0.3684, -0.0648, -0.1190], [0.2662, 0.3360, 0.5942], [0.5612, -0.7537, 0.6624], [-0.2741, -0.1987, -0.3518], [1.0582, -0.7228, -1.3401], [-0.3397, 0.2936, -0.1961], [0.0861, 0.0707, 0.3992], [0.1319, -0.4246, -0.7704], [0.9265, 0.9578, -0.1702], [-0.7343, -0.0044, -0.2497], [-0.4631, 0.2260, 0.1315], [-0.5951, -0.2577, -0.1054], [-0.5427, 0.4981, -0.5171], [0.2198, 0.2308, -0.0876], [0.7584, 0.3689, -0.1103], [-0.5967, -0.9364, 0.0866], [0.2387, 0.1490, -0.2462], [-0.4547, 0.2839, 0.4545], [0.1172, 0.2727, 0.1887], [0.2346, 0.2591, 0.6024], [-0.3172, 0.2757, 0.3591], [-0.6847, -0.9451, 0.2306], [0.1043, -0.1038, -0.2507], [-0.2560, 0.7914, -0.1290], [-0.4866, -0.3222, 0.0502], [0.1327, 0.9001, -0.2676], [-0.2302, 0.4878, 0.0856], [-0.1415, 1.6751, 0.4445], [0.4821, -0.2186, 0.5276], [0.6421, -0.4611, -0.3289], [1.5211, 0.7342, 2.1449], [1.1300, 0.4547, -0.1977], [-0.3113, 0.5412, -0.4626], [-0.0559, -0.0352, 0.2827], [0.2734, -0.2780, 0.1592], [-0.0298, 0.0799, -0.0016], [-0.5218, 0.0165, -0.3354], [0.2815, -0.2710, -0.0901], [2.2778, -1.6652, -2.4168], [-1.3275, 0.7142, 0.2523], [2.5724, 1.1017, 1.8684], [0.6810, -1.0493, 1.0495], [0.2334, 0.2191, -0.2559], [-2.4932, 1.8853, -0.5762], [0.3340, 0.7607, -2.0165], [-0.6171, -0.5727, -0.1384], [-0.1783, 0.8780, -1.3311], [1.4840, -0.7969, 1.2405], [-1.0845, -0.8658, -0.5395], [0.7615, 1.3298, 0.6891], [-0.8668, -0.2266, 0.5027], [0.5582, 0.8535, -1.0020], [0.3496, 0.1335, 1.2938], [0.5471, -1.4218, -0.0637], [1.1480, 2.4871, -1.1864], [-0.8823, -0.8486, -1.0380], [-0.4443, 0.8076, -1.2672], [1.2970, -1.6868, 1.5072], [0.2719, -0.2110, -1.7890], [-0.7118, 0.7392, -0.1208], [2.2374, -0.0094, -0.8238], [1.3911, -0.4268, 0.1938], [-0.4362, -0.5948, -0.3881], [-0.3510, -0.2400, 0.1681], [-0.7454, 0.2726, -0.4356], [0.3432, 0.2029, 1.3843], [-1.0567, -0.1654, 0.1799], [-0.2759, -0.0684, -0.4908], [-0.4432, 0.4676, 0.0609], [-0.7172, -1.5046, 1.8798], [-1.4695, 0.8167, -0.4617], [-1.1763, 0.0825, 0.9595], [-0.3853, -0.0227, 0.6854], [-1.0455, -0.2169, 0.5814], [0.1057, 0.2544, -0.9506], [-0.5134, -1.6765, 0.5758], [0.0434, 0.3450, 0.7675], [1.8037, 2.1350, -2.5933], [-0.9650, -0.3691, 1.1081], [0.2114, 0.1393, -0.1417], [-0.6357, 0.9398, -0.0221], [0.8419, 1.2564, -1.1834], [0.2017, -0.0402, 1.6293], [-0.7618, -1.0802, -0.1066], [-0.0145, -0.3082, 0.3116], [0.1718, -0.4989, 1.2251], [-0.2826, -1.1052, -0.9817]], "mulliken_charge": [1.279, -1.695, 2.178, -1.743, -1.860, 1.406, 0.149, -2.049, -0.111, 0.467, 0.622, -1.393, -0.454, 0.632, -0.129, -0.259, 1.170, -2.075, -1.747, -1.121, 0.302, -1.135, -0.572, 0.401, -0.260, -0.081, 1.408, -1.487, -1.318, -2.068, 0.469, -0.545, 0.723, 0.414, 0.240, 0.554, 0.309, 0.246, 0.515, 0.363, 0.410, 0.714, 0.566, -0.112, 0.639, 0.744, 0.564, 0.451, 0.473, 0.437, 0.262, 0.564, 0.172, 0.579, 0.017, 0.496, 0.652, 0.190, 0.536, 0.338, -0.037, 0.382, 0.510, 0.431, 0.385, 0.541, -0.889, -0.398, -0.316, 0.499, -1.728, -0.029, 0.164, -1.808, 1.025, -0.636, 0.547, 0.568, 0.069, -0.097, -0.581, -0.800, -0.228, 0.294, -0.143, -0.647, -0.370, -0.537, -0.508, -0.499, 0.440, 0.522, 0.977, 0.660, 0.496, 0.518, 0.465, 0.704, 0.262, 0.351, 0.396, 0.567, 0.277, -0.171, 0.510, -0.365, -1.097, -0.799, -0.669, 0.680, -0.836, 1.129, 0.535, 0.406, 0.442], "total_charge": 2, "orbital_gap_ev": 7.060, "energy_ha": -6321.9681, "largest_force_ev_per_a": 3.9, "multiplicity": 1}